Record 1
Density functional theory data (ωB97M-V/def2-TZVPD) for C51H64Ge2IrN8O2PSSe as an isolated structure at a distorted geometry.

```
! wB97M-V def2-TZVPD RIJCOSX def2/J DEFGRID3
* xyz 1 2
Ir 0.14 0.58 0.46
O -2.41 -3.29 -0.84
S -1.32 -2.01 1.48
O -2.94 -1.92 1.75
N -0.74 -0.63 1.91
C -0.79 -0.02 3.18
C -1.67 -0.28 4.19
C -1.53 0.35 5.44
C -0.52 1.25 5.65
C 0.35 1.61 4.59
C 1.35 2.60 4.71
C 2.07 2.94 3.61
C 1.80 2.32 2.37
N 0.89 1.38 2.23
C 0.18 0.99 3.34
C -0.88 -3.34 2.59
C -0.55 -4.49 1.87
C -0.18 -5.65 2.53
C -0.14 -5.67 3.91
C -0.46 -4.52 4.63
C -0.84 -3.36 3.99
H -2.49 -0.97 4.03
H -2.22 0.12 6.23
H -0.39 1.73 6.62
H 1.51 3.08 5.67
H 2.84 3.70 3.65
H 2.32 2.62 1.48
H -0.56 -4.46 0.79
H 0.08 -6.53 1.96
H 0.14 -6.57 4.44
H -0.42 -4.54 5.71
H -1.07 -2.48 4.57
Se 0.85 -0.65 -3.61
N -0.83 -0.20 -1.22
C -1.52 0.72 -1.92
C -2.48 1.53 -1.23
C -3.29 2.40 -1.89
C -3.19 2.57 -3.30
C -2.24 1.90 -3.99
C -1.34 0.98 -3.34
N -0.33 0.56 -4.08
H -2.57 1.39 -0.16
H -4.03 2.95 -1.33
H -3.85 3.26 -3.82
H -2.11 2.03 -5.06
N 0.98 1.79 -0.78
P 2.15 2.69 -1.24
N 1.93 3.26 -2.80
C 3.03 3.82 -3.60
C 2.63 5.13 -4.27
C 1.44 4.92 -5.22
C 0.49 3.85 -4.67
C 0.60 3.76 -3.15
N 2.44 4.01 -0.22
C 1.32 4.67 0.46
C 1.09 6.09 -0.04
C 2.37 6.91 0.09
C 3.51 6.22 -0.66
C 3.68 4.78 -0.18
N 3.66 1.98 -1.33
C 3.91 1.07 -2.47
C 3.94 -0.37 -2.00
C 5.11 -0.61 -1.04
C 5.47 0.69 -0.31
C 4.20 1.50 -0.05
H 3.30 3.10 -4.39
H 3.92 3.95 -2.98
H 3.49 5.54 -4.80
H 2.35 5.85 -3.50
H 1.80 4.62 -6.21
H 0.92 5.87 -5.35
H 0.72 2.87 -5.08
H -0.54 4.07 -4.95
H -0.13 3.09 -2.72
H 0.41 4.75 -2.72
H 1.54 4.73 1.54
H 0.43 4.05 0.34
H 0.28 6.55 0.53
H 0.78 6.06 -1.09
H 2.64 6.99 1.15
H 2.23 7.92 -0.29
H 4.45 6.75 -0.52
H 3.30 6.21 -1.73
H 4.04 4.80 0.86
H 4.43 4.26 -0.77
H 4.85 1.34 -2.95
H 3.12 1.20 -3.21
H 4.00 -1.04 -2.87
H 2.98 -0.57 -1.51
H 5.99 -0.98 -1.59
H 4.85 -1.38 -0.31
H 6.16 1.29 -0.90
H 5.96 0.49 0.64
H 4.41 2.36 0.59
H 3.47 0.86 0.46
C 2.32 -3.60 -3.16
Ge 1.12 -3.51 -1.61
C 0.32 -5.31 -1.51
C 2.16 -3.08 -0.01
Ge -0.69 -1.88 -1.95
C -3.19 -3.71 0.01
C -3.51 -5.12 0.12
C -4.36 -5.56 1.05
C -5.02 -4.66 1.99
C -4.81 -3.35 1.96
C -3.86 -2.73 0.98
C -1.92 -2.19 -3.43
C -3.23 -1.71 -3.40
C -4.10 -1.97 -4.46
C -3.66 -2.71 -5.55
C -2.37 -3.20 -5.58
C -1.50 -2.94 -4.52
H 2.53 -4.65 -3.34
H 3.25 -3.09 -2.93
H 1.91 -3.17 -4.06
H 1.06 -6.00 -1.09
H 0.07 -5.64 -2.52
H -0.59 -5.36 -0.91
H 2.93 -3.83 0.11
H 1.56 -3.05 0.89
H 2.64 -2.10 -0.13
H -3.02 -5.79 -0.59
H -4.57 -6.62 1.13
H -5.71 -5.09 2.71
H -5.30 -2.67 2.64
H -4.41 -2.03 0.33
H -3.58 -1.12 -2.57
H -5.11 -1.58 -4.43
H -4.34 -2.90 -6.38
H -2.02 -3.77 -6.43
H -0.49 -3.33 -4.57
*
```

The orbital gap (alpha / beta) is 5.40 / 5.21 eV. As for the relative energy (zero: lowest compared OMol25 entry of this formula, charge and spin): 307.8 kJ/mol. The LUMO energy (alpha / beta) comes out at -0.1314 / -0.1314 hartree. As for the expectation value of S²: 0.76.

Record 2
Density functional theory data (ωB97M-V/def2-TZVPD) for a 10-piece molecular cluster, C44H42N10O12 overall at a distorted geometry.

```
! wB97M-V def2-TZVPD RIJCOSX def2/J DEFGRID3
* xyz 0 1
C 1.91 -1.21 4.23
C 3.10 -1.80 3.65
N 4.07 -2.26 3.26
H 1.73 -0.28 3.68
H 1.97 -1.03 5.30
H 0.99 -1.78 4.08
C -6.53 0.26 1.69
C -5.14 0.01 2.03
N -4.06 -0.10 2.38
H -6.82 0.05 0.66
H -6.74 1.32 1.85
H -7.21 -0.33 2.31
C -1.29 -0.59 0.79
C 0.16 -0.54 0.94
N 1.31 -0.52 1.06
H -1.70 0.42 0.74
H -1.67 -0.92 1.76
H -1.57 -1.29 0.01
C -3.37 -3.09 3.44
C -1.94 -2.90 3.14
N -0.82 -2.77 2.93
H -3.61 -2.28 4.13
H -3.48 -4.07 3.88
H -3.87 -2.98 2.47
C -4.59 5.49 -0.79
C -4.63 4.17 -0.33
C -3.59 3.63 0.45
C -2.55 4.48 0.77
C -2.55 5.85 0.50
C -3.58 6.30 -0.30
N -1.48 3.99 1.63
O -0.78 4.79 2.20
O -1.23 2.80 1.63
H -5.43 5.96 -1.27
H -5.49 3.61 -0.65
H -3.68 2.70 0.99
H -1.81 6.58 0.79
H -3.58 7.37 -0.48
C 3.60 -5.69 0.81
C 3.29 -4.34 0.75
C 1.98 -3.95 0.56
C 1.03 -4.92 0.29
C 1.38 -6.25 0.17
C 2.67 -6.67 0.47
N -0.37 -4.51 0.13
O -0.55 -3.31 -0.05
O -1.28 -5.32 0.14
H 4.58 -6.08 1.06
H 4.06 -3.63 1.02
H 1.68 -2.91 0.53
H 0.66 -6.96 -0.23
H 2.99 -7.70 0.40
C -6.31 -1.69 -5.11
C -5.36 -2.40 -4.42
C -4.91 -1.90 -3.20
C -5.34 -0.71 -2.69
C -6.32 0.01 -3.39
C -6.81 -0.48 -4.57
N -4.64 -0.08 -1.56
O -3.52 -0.46 -1.32
O -5.18 0.85 -0.98
H -6.83 -1.97 -6.01
H -5.05 -3.39 -4.72
H -4.08 -2.43 -2.75
H -6.59 1.00 -3.03
H -7.54 0.05 -5.17
C 0.29 -1.37 -2.99
C 1.31 -0.44 -3.02
C 1.56 0.30 -4.17
C 0.74 0.09 -5.28
C -0.31 -0.79 -5.22
C -0.58 -1.52 -4.07
N 0.96 0.81 -6.53
O 0.08 0.78 -7.35
O 1.99 1.43 -6.67
H 0.16 -1.90 -2.05
H 1.87 -0.23 -2.12
H 2.47 0.87 -4.31
H -0.99 -0.92 -6.05
H -1.53 -2.04 -4.10
C 5.03 1.16 -0.52
C 6.18 1.16 -1.23
C 7.04 0.03 -1.22
C 6.65 -1.06 -0.48
C 5.42 -1.08 0.20
C 4.62 0.02 0.19
N 7.48 -2.27 -0.44
O 6.97 -3.32 -0.11
O 8.63 -2.17 -0.80
H 4.46 2.07 -0.64
H 6.46 1.94 -1.94
H 7.95 0.00 -1.80
H 5.17 -1.89 0.88
H 3.75 0.03 0.83
C 2.47 2.80 2.45
C 2.26 2.90 3.80
C 2.93 3.86 4.55
C 3.97 4.56 3.93
C 4.16 4.53 2.55
C 3.33 3.68 1.82
N 4.76 5.57 4.66
O 4.60 5.63 5.86
O 5.53 6.27 4.05
H 1.92 2.12 1.82
H 1.47 2.40 4.35
H 2.70 3.90 5.60
H 4.87 5.22 2.13
H 3.50 3.66 0.75
*
```

The orbital gap is 8.34 eV. As for the relative energy (zero: lowest compared OMol25 entry of this formula, charge and spin): 179.4 kJ/mol. The LUMO energy comes out at -0.0462 hartree. The SMILES is O=[N+]([O-])c1ccccc1.O=[N+]([O-])c1ccccc1.O=[N+]([O-])c1ccccc1.O=[N+]([O-])c1ccccc1.O=[N+]([O-])c1ccccc1.O=[N+]([O-])c1ccccc1.CC#N.CC#N.CC#N.CC#N.

Record 3
Density functional theory data (ωB97M-V/def2-TZVPD) for an isolated molecule of C24H27N3O5.

```
! wB97M-V def2-TZVPD RIJCOSX def2/J DEFGRID3
* xyz 0 1
C 1.08 3.98 0.68
O 0.70 2.96 -0.21
C -0.61 2.56 -0.21
C -1.59 3.06 0.62
C -2.89 2.57 0.54
C -3.23 1.59 -0.37
C -2.24 1.11 -1.23
C -0.94 1.57 -1.15
O 0.10 1.11 -1.92
C -0.18 0.24 -2.99
H -0.51 -0.74 -2.64
H -0.92 0.66 -3.67
H 0.77 0.12 -3.52
H -2.51 0.37 -1.97
C -4.61 1.00 -0.39
H -4.75 0.40 -1.29
H -5.36 1.79 -0.38
C -4.82 0.11 0.85
N -3.78 -0.89 0.96
C -3.96 -2.17 0.61
O -5.02 -2.66 0.29
C -2.65 -2.97 0.62
C -1.71 -2.46 -0.49
N -0.40 -2.09 0.00
C -0.13 -1.13 0.92
O -0.93 -0.42 1.49
C 1.38 -1.12 1.09
N 1.80 -2.17 0.20
C 0.77 -2.70 -0.49
O 0.80 -3.53 -1.36
C 3.19 -2.44 -0.04
C 4.05 -1.22 0.14
C 5.42 -1.34 -0.04
C 6.26 -0.26 0.13
C 5.73 0.97 0.48
C 4.37 1.10 0.66
C 3.51 0.01 0.50
C 2.03 0.20 0.68
H 1.83 0.96 1.42
H 1.60 0.54 -0.27
H 3.94 2.06 0.94
H 6.38 1.82 0.61
H 7.32 -0.37 -0.02
H 5.83 -2.31 -0.31
H 3.28 -2.83 -1.06
H 3.54 -3.23 0.64
H 1.65 -1.36 2.13
H -1.53 -3.23 -1.24
H -2.16 -1.59 -0.97
H -2.18 -2.85 1.60
H -2.89 -4.02 0.47
H -2.85 -0.56 1.18
H -5.77 -0.42 0.76
H -4.82 0.72 1.75
H -3.64 2.96 1.21
H -1.36 3.82 1.34
H 0.53 4.91 0.49
H 0.94 3.68 1.72
H 2.14 4.15 0.49
*
```

The orbital gap is 8.72 eV. As for the relative energy (zero: lowest compared OMol25 entry of this formula, charge and spin): 87.6 kJ/mol. The LUMO energy comes out at 0.0208 hartree. The SMILES is COc1ccc(CCNC(=O)CCN2C(=O)[C@@H]3Cc4ccccc4CN3C2=O)cc1OC.

Record 4
Density functional theory data (ωB97M-V/def2-TZVPD) for a 7-piece molecular cluster, C32H70N2O10S5 overall at a distorted geometry.

```
! wB97M-V def2-TZVPD RIJCOSX def2/J DEFGRID3
* xyz 0 1
C -1.99 3.70 -2.09
C -1.86 2.92 -3.38
N -3.05 2.84 -4.18
C -2.86 2.70 -5.69
C -2.61 1.34 -6.25
C -4.10 2.08 -3.58
C -5.40 1.94 -4.46
H -2.35 3.19 -1.20
H -2.50 4.64 -2.28
H -0.91 3.78 -1.91
H -1.07 3.44 -3.93
H -1.40 1.95 -3.20
H -3.84 2.96 -6.09
H -2.13 3.45 -5.99
H -1.69 1.25 -6.82
H -2.48 0.61 -5.45
H -3.44 0.78 -6.69
H -4.31 2.52 -2.61
H -3.85 1.09 -3.19
H -5.49 2.80 -5.13
H -6.26 1.94 -3.79
H -5.59 1.07 -5.10
C 7.47 5.11 2.30
C 7.32 4.03 3.37
N 6.11 3.33 3.35
C 6.02 2.46 4.55
C 4.63 2.53 5.17
C 6.03 2.69 1.99
C 4.72 1.84 1.76
H 6.64 5.82 2.32
H 7.55 4.75 1.27
H 8.40 5.67 2.43
H 8.07 3.27 3.15
H 7.69 4.35 4.35
H 6.52 1.50 4.52
H 6.66 2.95 5.28
H 4.20 3.53 5.20
H 3.90 2.05 4.52
H 4.65 2.20 6.21
H 6.81 1.98 1.72
H 5.97 3.42 1.18
H 4.45 1.91 0.71
H 3.96 2.38 2.34
H 4.94 0.80 1.98
C 4.29 -3.26 -1.83
C 5.06 -2.55 -3.02
C 6.45 -1.99 -2.66
S 6.14 -1.43 -0.98
O 5.50 -0.10 -1.11
O 7.29 -1.55 -0.01
C 4.84 -2.60 -0.49
H 4.51 -4.33 -1.80
H 3.22 -3.05 -1.86
H 4.37 -1.72 -3.22
H 5.04 -3.04 -3.99
H 6.80 -1.16 -3.27
H 7.11 -2.85 -2.51
H 4.11 -1.90 -0.08
H 5.17 -3.41 0.16
C -1.64 -0.09 5.60
C -1.24 -1.23 6.67
C 0.02 -1.95 6.00
S -0.48 -2.09 4.28
O -1.06 -3.39 3.91
O 0.59 -1.59 3.45
C -1.73 -0.84 4.28
H -0.87 0.68 5.66
H -2.57 0.30 6.00
H -2.02 -1.95 6.94
H -1.17 -0.78 7.66
H 0.40 -2.86 6.46
H 0.84 -1.24 5.88
H -2.71 -1.30 4.41
H -1.77 -0.31 3.33
C 0.95 0.72 0.56
C 1.29 -0.70 -0.06
C 0.00 -1.52 -0.40
S -1.41 -0.34 -0.20
O -2.18 -0.60 1.04
O -2.13 -0.33 -1.48
C -0.40 1.11 -0.08
H 1.70 1.47 0.33
H 0.91 0.63 1.64
H 1.87 -1.23 0.70
H 1.85 -0.83 -0.99
H -0.35 -2.12 0.44
H -0.04 -1.93 -1.41
H -0.94 1.88 0.48
H -0.17 1.55 -1.05
C -7.30 -0.13 0.49
C -6.00 0.40 1.14
C -5.51 1.80 0.65
S -7.04 2.49 -0.24
O -6.74 2.52 -1.66
O -7.55 3.69 0.37
C -8.18 1.04 0.12
H -7.89 -0.83 1.08
H -7.05 -0.83 -0.30
H -5.15 -0.28 1.13
H -6.40 0.52 2.14
H -4.60 1.84 0.06
H -5.52 2.39 1.57
H -9.02 1.03 -0.57
H -8.69 1.43 1.00
C -3.06 -5.83 -3.01
C -2.69 -4.74 -1.93
C -1.31 -4.83 -1.31
S -0.24 -5.82 -2.47
O 0.44 -6.82 -1.64
O 0.43 -4.84 -3.32
C -1.68 -6.45 -3.42
H -3.31 -5.34 -3.96
H -3.84 -6.56 -2.78
H -3.37 -4.72 -1.08
H -2.61 -3.80 -2.48
H -1.32 -5.44 -0.41
H -0.71 -3.93 -1.23
H -1.69 -7.54 -3.52
H -1.37 -6.21 -4.43
*
```

The orbital gap is 7.81 eV. As for the relative energy (zero: lowest compared OMol25 entry of this formula, charge and spin): 312.6 kJ/mol. The LUMO energy comes out at 0.0098 hartree. The SMILES is O=S1(=O)CCCC1.O=S1(=O)CCCC1.O=S1(=O)CCCC1.O=S1(=O)CCCC1.O=S1(=O)CCCC1.CCN(CC)CC.CCN(CC)CC.

Record 5
Density functional theory data (ωB97M-V/def2-TZVPD) for C3H4CoO4 as an isolated structure at a distorted geometry.

```
! wB97M-V def2-TZVPD RIJCOSX def2/J DEFGRID3
* xyz 0 4
C -0.15 0.36 -2.47
C -0.60 0.41 -1.03
O -0.80 -0.96 -0.55
C -1.21 -1.14 0.67
O -1.68 -0.19 1.39
O -0.94 -2.25 1.25
O -0.18 1.75 -2.93
Co -1.33 -1.28 2.81
H 0.93 0.10 -2.46
H -1.57 0.93 -0.94
H -0.82 1.80 -3.64
H 0.09 0.88 -0.27
*
```

The orbital gap (alpha / beta) is 7.90 / 6.61 eV. The LUMO energy (alpha / beta) comes out at -0.0194 / -0.0314 hartree. As for the expectation value of S²: 3.85.

- What is the formula in the first record?
  C51H64Ge2IrN8O2PSSe